Record 1
The following is a DFT calculation (ωB97M-V/def2-TZVPD) of a cluster of 7 separate species, C28H39F3N6O2 in total.

```
78
Properties=species:S:1:pos:R:3:forces:R:3
F -3.842 -0.456 2.129 0.0 0.2 0.1
F -4.307 -2.165 0.905 -0.2 -0.2 -0.1
F -2.437 -1.121 0.636 0.1 0.0 -0.1
O 1.745 -3.858 0.344 0.0 0.3 0.5
O -0.195 0.380 1.867 0.3 -0.2 0.3
N -0.806 3.098 -3.094 0.0 0.0 0.1
N 1.636 5.295 -5.668 0.0 0.0 -0.1
N -1.541 -1.556 -2.179 0.0 0.1 -0.1
N -8.817 0.793 2.990 0.0 0.0 0.0
N -2.642 -6.513 0.232 0.0 0.0 0.0
N 2.153 6.002 -0.077 0.1 0.1 0.1
C -2.664 -2.454 2.585 0.1 0.2 0.2
C 3.903 -2.073 0.949 -0.1 -0.1 -0.1
C 1.553 -2.991 1.180 0.0 -0.3 -0.3
C 0.485 -0.612 2.034 -0.2 0.1 -0.2
C -1.603 -4.372 -0.823 0.0 0.1 -0.2
C 2.389 5.811 -2.660 0.0 0.1 -0.1
C -2.588 1.557 -1.987 -0.2 -0.1 0.2
C -0.185 -1.890 2.480 0.3 -0.2 -0.1
C -1.592 2.429 -2.592 0.0 -0.1 0.0
C 0.513 5.063 -5.712 0.0 0.0 0.1
C -2.183 -5.577 -0.248 0.0 0.0 0.1
C 1.592 1.937 0.050 0.2 0.4 -0.4
C 1.959 -0.652 1.766 0.1 -0.3 -0.1
C 2.904 1.432 0.652 0.0 0.3 0.1
C -6.973 0.105 1.287 0.1 -0.1 -0.2
C 5.332 -2.135 3.080 -0.1 0.0 -0.1
C -0.332 -1.203 -4.457 0.1 0.1 -0.2
C 4.648 -2.948 1.975 0.4 0.1 -0.1
C 0.361 -3.038 2.062 -0.3 0.4 0.3
C -1.466 -1.747 3.254 -0.3 0.0 -0.2
C -3.306 -1.552 1.559 0.1 -0.1 0.1
C 2.278 5.961 -1.216 0.0 -0.3 0.0
C 2.777 0.617 1.952 0.0 -0.2 -0.1
C -0.913 4.774 -5.737 -0.3 0.1 -0.1
C -1.013 -1.399 -3.186 0.0 0.0 0.1
C -8.005 0.490 2.239 0.0 0.0 0.0
C 2.296 1.456 3.141 -0.1 -0.1 -0.1
C 2.475 -1.823 1.334 -0.1 0.5 0.2
H -2.133 0.903 -1.246 0.1 0.0 0.0
H 3.141 6.481 -3.073 0.0 0.0 0.1
H 6.139 -2.705 3.545 -0.2 0.0 0.1
H 1.097 1.188 -0.574 -0.1 -0.1 0.3
H 1.439 6.040 -3.132 0.0 0.0 0.0
H -1.699 -0.683 3.331 0.1 -0.1 0.1
H 2.659 4.791 -2.924 0.0 0.0 0.1
H -0.074 -4.009 2.283 0.0 0.0 -0.2
H -1.003 -0.741 -5.179 0.0 0.0 0.0
H 3.907 -2.575 -0.023 -0.1 0.0 0.1
H -1.355 -2.115 4.277 0.1 -0.1 -0.1
H 4.441 -1.133 0.818 -0.1 0.0 0.0
H 0.005 -2.158 -4.856 0.0 0.0 0.0
H 1.382 2.005 2.918 0.0 0.0 0.0
H -3.371 2.140 -1.503 0.1 0.1 0.0
H -3.049 0.930 -2.748 0.0 0.0 0.0
H -6.027 0.581 1.535 0.0 0.0 0.1
H -1.083 3.743 -6.039 0.1 0.0 0.0
H -1.344 4.911 -4.747 0.1 0.0 0.0
H -2.366 -3.379 2.090 -0.1 0.0 0.0
H 3.529 2.304 0.880 0.0 -0.1 0.1
H 2.087 0.806 3.998 0.1 0.1 0.0
H 3.785 0.276 2.211 -0.1 0.0 -0.1
H 5.420 -3.506 1.438 -0.1 0.0 0.0
H 3.458 0.860 -0.100 -0.1 -0.1 0.1
H -0.940 -4.623 -1.650 0.0 -0.1 0.0
H 3.980 -3.696 2.410 0.0 0.0 -0.1
H 0.533 -0.555 -4.323 0.0 0.0 0.1
H -3.431 -2.686 3.327 0.0 0.0 -0.1
H 5.787 -1.233 2.658 0.0 -0.1 0.0
H 4.628 -1.823 3.857 0.1 0.0 0.0
H -2.377 -3.704 -1.193 -0.1 0.0 0.0
H -6.823 -0.973 1.299 0.0 0.0 0.0
H 1.797 2.791 -0.604 0.0 -0.1 0.0
H -7.256 0.402 0.278 -0.1 0.0 0.0
H -1.017 -3.834 -0.083 0.0 0.0 0.0
H 0.903 2.300 0.809 0.0 -0.1 0.0
H -1.421 5.434 -6.438 0.1 0.0 -0.1
H 3.063 2.178 3.425 0.0 -0.1 0.0
```
Positions in Å, forces in eV/Å.

Results
Net charge: 0
F_max: 0.56 eV Å⁻¹
Kohn-Sham gap: 8.7 eV
Electronic energy: -50855.3490 eV
Structure (SMILES): CCCC1=C([C@H](C)CC)C(=O)C(CCC(F)(F)F)=CC1=O.CC#N.CC#N.CC#N.CC#N.CC#N.CC#N

Which charges does Löwdin predict for the atoms? In e, they are: atom 1 (F): 0.13, atom 2 (F): 0.13, atom 3 (F): 0.13, atom 4 (O): 0.11, atom 5 (O): 0.11, atom 6 (N): 0.15, atom 7 (N): 0.14, atom 8 (N): 0.17, atom 9 (N): 0.12, atom 10 (N): 0.12, atom 11 (N): 0.12, atom 12 (C): -0.05, atom 13 (C): -0.14, atom 14 (C): -0.33, atom 15 (C): -0.27, atom 16 (C): -0.09, atom 17 (C): -0.10, atom 18 (C): -0.07, atom 19 (C): -0.12, atom 20 (C): -0.25, atom 21 (C): -0.28, atom 22 (C): -0.28, atom 23 (C): -0.10, atom 24 (C): -0.04, atom 25 (C): -0.20, atom 26 (C): -0.08, atom 27 (C): -0.10, atom 28 (C): -0.05, atom 29 (C): -0.23, atom 30 (C): 0.06, atom 31 (C): -0.10, atom 32 (C): -0.63, atom 33 (C): -0.29, atom 34 (C): -0.31, atom 35 (C): -0.09, atom 36 (C): -0.24, atom 37 (C): -0.28, atom 38 (C): -0.05, atom 39 (C): -0.09, atom 40 (H): 0.06, atom 41 (H): 0.08, atom 42 (H): 0.07, atom 43 (H): 0.07, atom 44 (H): 0.05, atom 45 (H): 0.12, atom 46 (H): 0.08, atom 47 (H): 0.14, atom 48 (H): 0.08, atom 49 (H): 0.12, atom 50 (H): 0.13, atom 51 (H): 0.10, atom 52 (H): 0.09, atom 53 (H): 0.07, atom 54 (H): 0.09, atom 55 (H): 0.08, atom 56 (H): 0.07, atom 57 (H): 0.08, atom 58 (H): 0.05, atom 59 (H): 0.11, atom 60 (H): 0.11, atom 61 (H): 0.09, atom 62 (H): 0.12, atom 63 (H): 0.11, atom 64 (H): 0.11, atom 65 (H): 0.08, atom 66 (H): 0.11, atom 67 (H): 0.09, atom 68 (H): 0.14, atom 69 (H): 0.07, atom 70 (H): 0.07, atom 71 (H): 0.05, atom 72 (H): 0.08, atom 73 (H): 0.06, atom 74 (H): 0.08, atom 75 (H): 0.04, atom 76 (H): 0.06, atom 77 (H): 0.08, atom 78 (H): 0.09

Record 2
The following is a DFT calculation (ωB97M-V/def2-TZVPD) of a structure of composition C28H39GeI2NO5SSe2Te2Ti.

```
82
Properties=species:S:1:pos:R:3:forces:R:3
I -0.311 -3.531 -3.142 0.0 0.0 0.0
I 1.676 -6.946 1.268 0.0 0.0 0.0
Te -0.282 0.592 -3.388 -0.1 0.0 0.1
Te -2.950 -0.078 -3.314 0.1 -0.1 -0.1
Se -3.310 -1.345 -1.173 0.0 0.1 -0.1
Se -0.091 1.740 -1.231 -0.1 -0.1 0.0
Ge -1.322 0.677 2.741 0.0 0.0 0.0
Ti -1.396 -0.182 -0.181 0.1 0.0 0.1
S 2.881 -1.141 -3.456 -0.1 0.1 0.0
O -1.061 -0.946 1.539 0.0 0.0 -0.1
O -0.168 -1.368 -0.820 -0.1 0.1 0.0
O 0.224 1.349 2.015 0.0 0.0 0.0
O -2.344 1.056 1.060 0.0 0.0 0.0
O 2.194 0.166 -3.076 0.0 -0.1 0.0
N 2.159 -0.885 2.440 0.0 0.0 0.0
C 1.460 -3.844 1.447 0.0 0.0 0.0
C -3.529 1.938 1.052 0.0 -0.1 0.0
C 4.284 -0.623 -4.436 0.0 0.0 0.0
C -3.469 2.772 -0.214 0.0 0.0 0.0
C 3.745 -1.705 -2.011 0.0 0.0 0.0
C -4.782 1.078 1.099 0.0 0.0 0.0
C 2.965 -2.967 3.335 0.0 0.0 0.0
C 5.174 -1.314 -0.137 0.0 0.0 0.0
C 4.339 -3.534 -0.587 0.0 0.0 0.0
C 3.654 -3.052 -1.697 0.0 0.0 0.0
C 2.387 -3.928 2.436 0.0 0.0 0.0
C -3.493 2.836 2.279 0.0 0.0 0.0
C -0.531 -2.271 1.910 0.0 0.0 0.0
C 0.769 -2.536 1.061 0.0 0.0 0.0
C -1.612 -3.289 1.567 0.0 0.0 0.0
C 5.100 -2.669 0.183 0.0 0.0 0.0
C 1.289 2.333 3.977 0.0 0.0 0.0
C 0.183 3.769 2.262 0.0 0.0 0.0
C 2.796 -1.623 3.368 0.0 0.0 0.0
C 0.714 -4.926 -0.640 0.0 0.0 0.0
C 0.976 2.489 2.491 0.0 0.0 0.0
C 0.323 -2.544 -0.391 0.0 0.0 0.0
C 1.213 -5.015 0.601 0.0 0.0 0.0
C 0.336 -3.630 -1.166 0.0 0.0 0.0
C -0.343 -2.284 3.419 0.0 0.0 0.0
C 1.816 -1.370 1.141 0.0 0.0 0.0
C 4.492 -0.823 -1.236 0.0 0.0 0.0
C 2.263 2.535 1.674 0.0 0.0 0.0
H 1.824 0.037 2.664 0.0 0.0 0.0
H 2.036 2.616 0.611 0.0 0.0 0.0
H 0.803 4.644 2.458 0.0 0.0 0.0
H -5.650 1.724 1.234 0.0 0.0 0.0
H -0.674 3.820 2.934 0.0 0.0 0.0
H -4.740 0.385 1.942 0.0 0.0 0.0
H 2.861 3.398 1.967 0.0 0.0 0.0
H -1.288 -4.284 1.876 0.0 0.0 0.0
H 0.153 -3.206 3.716 0.0 0.0 0.0
H 3.048 -3.714 -2.305 0.0 0.0 0.0
H 3.893 -0.227 -5.372 0.0 0.0 0.0
H 2.773 -4.926 2.603 0.0 0.0 0.0
H -1.828 -3.320 0.499 0.0 0.0 0.0
H 4.910 -1.493 -4.626 0.0 0.0 0.0
H -4.917 0.507 0.185 0.0 0.0 0.0
H 0.564 -5.801 -1.254 0.0 0.0 0.0
H 5.627 -3.044 1.050 0.0 0.0 0.0
H 3.189 -1.061 4.208 0.0 0.0 0.0
H 4.520 0.232 -1.480 0.0 0.0 0.0
H 3.590 -3.381 4.114 0.0 0.0 0.0
H -2.528 -3.042 2.105 0.0 0.0 0.0
H 1.891 3.171 4.328 0.0 0.0 0.0
H -1.321 -2.252 3.901 0.0 0.0 0.0
H 4.837 0.145 -3.897 0.0 0.0 0.0
H 2.710 -1.752 0.653 0.0 0.0 0.0
H -4.320 3.543 2.223 0.0 0.0 0.0
H 2.868 1.639 1.822 0.0 0.0 0.0
H 0.374 2.307 4.574 0.0 0.0 0.0
H -4.353 3.408 -0.273 0.0 0.0 0.0
H -0.171 3.822 1.229 0.0 0.0 0.0
H -2.572 3.414 2.320 0.0 0.0 0.0
H 5.759 -0.645 0.479 0.0 0.0 0.0
H -3.611 2.267 3.202 0.0 0.0 0.0
H 1.851 1.417 4.177 0.0 0.0 0.0
H -3.453 2.135 -1.102 0.0 0.0 0.0
H -2.582 3.405 -0.226 0.0 0.0 0.0
H 4.265 -4.582 -0.324 0.0 0.0 0.0
H 0.250 -1.450 3.782 0.0 0.0 0.0
H 1.465 -0.512 0.572 0.0 0.0 0.0
```
Positions in Å, forces in eV/Å.

Results
Energy above the lowest of the compared OMol25 structures with the same formula, charge and spin: 202.5 kJ/mol
Net charge: +1
Spin multiplicity: 2
⟨S²⟩: 0.762
F_max: 0.17 eV Å⁻¹
Kohn-Sham gap (spin up / spin down): 5.9 / 4.3 eV
Electronic energy: -293341.5711 eV

Which charges does Löwdin predict for the atoms? In e, they are: atom 1 (I): 0.99, atom 2 (I): 0.97, atom 3 (Te): 0.68, atom 4 (Te): 0.39, atom 5 (Se): 0.14, atom 6 (Se): 0.22, atom 7 (Ge): 1.13, atom 8 (Ti): 0.41, atom 9 (S): 0.91, atom 10 (O): -0.41, atom 11 (O): -0.39, atom 12 (O): -0.40, atom 13 (O): -0.51, atom 14 (O): -0.77, atom 15 (N): 0.03, atom 16 (C): -0.22, atom 17 (C): -0.64, atom 18 (C): -0.22, atom 19 (C): -0.04, atom 20 (C): -0.40, atom 21 (C): -0.04, atom 22 (C): -0.08, atom 23 (C): -0.06, atom 24 (C): -0.06, atom 25 (C): -0.08, atom 26 (C): -0.09, atom 27 (C): -0.06, atom 28 (C): -0.45, atom 29 (C): -0.19, atom 30 (C): 0.01, atom 31 (C): -0.06, atom 32 (C): -0.04, atom 33 (C): -0.03, atom 34 (C): -0.13, atom 35 (C): -0.24, atom 36 (C): -0.69, atom 37 (C): -0.40, atom 38 (C): -0.67, atom 39 (C): -0.64, atom 40 (C): -0.02, atom 41 (C): -0.07, atom 42 (C): -0.07, atom 43 (C): -0.03, atom 44 (H): 0.07, atom 45 (H): 0.05, atom 46 (H): 0.10, atom 47 (H): 0.10, atom 48 (H): 0.07, atom 49 (H): 0.10, atom 50 (H): 0.10, atom 51 (H): 0.11, atom 52 (H): 0.10, atom 53 (H): 0.10, atom 54 (H): 0.06, atom 55 (H): 0.03, atom 56 (H): 0.06, atom 57 (H): 0.07, atom 58 (H): 0.02, atom 59 (H): 0.07, atom 60 (H): 0.12, atom 61 (H): 0.13, atom 62 (H): 0.12, atom 63 (H): 0.10, atom 64 (H): 0.10, atom 65 (H): 0.10, atom 66 (H): 0.09, atom 67 (H): 0.06, atom 68 (H): 0.11, atom 69 (H): 0.10, atom 70 (H): 0.08, atom 71 (H): 0.07, atom 72 (H): 0.10, atom 73 (H): 0.08, atom 74 (H): 0.06, atom 75 (H): 0.11, atom 76 (H): 0.07, atom 77 (H): 0.08, atom 78 (H): 0.03, atom 79 (H): 0.07, atom 80 (H): 0.12, atom 81 (H): 0.06, atom 82 (H): 0.11